The following is a DFT calculation (ωB97M-V/def2-TZVPD) of a structure of composition C42H48BN10PbS2 in a non-equilibrium geometry.

Geometry as XYZ:
```
104
Properties=species:S:1:pos:R:3
Pb 1.4275 0.1087 0.9759
C 1.1769 1.1587 -2.6284
C 0.0847 1.6759 -1.7490
C -0.8842 2.6372 -2.0443
C -1.6091 2.8152 -0.8693
C -2.7326 3.7640 -0.6257
N -1.1003 1.9771 0.0492
N -0.0673 1.2797 -0.4821
B -1.5013 1.8214 1.5440
N -0.3514 2.3879 2.4019
N 0.9330 1.9727 2.2130
C 1.7311 2.7299 2.9736
C 3.2133 2.5777 2.9743
C 0.9471 3.6420 3.6772
C -0.3639 3.3996 3.2900
C -1.6000 4.0939 3.7424
N -1.6747 0.3142 1.8648
N -0.6545 -0.5718 1.7249
C -1.0958 -1.7781 2.1067
C -0.2339 -2.9941 2.0748
C -2.4291 -1.6655 2.4985
C -2.7601 -0.3256 2.3387
C -4.0601 0.3311 2.6500
H 0.9459 1.3557 -3.6747
H 1.3522 0.0918 -2.4894
H 2.1122 1.6742 -2.4021
H -1.0041 3.1760 -2.9704
H -2.9439 4.3285 -1.5307
H -2.4716 4.4655 0.1665
H -3.6468 3.2536 -0.3183
H -2.5147 2.3995 1.7463
H 3.5309 1.7697 2.3131
H 3.5786 2.3751 3.9807
H 3.6808 3.5020 2.6352
H 1.2911 4.3903 4.3702
H -1.3470 4.8506 4.4795
H -2.2958 3.3866 4.1947
H -2.1105 4.5826 2.9120
H 0.7803 -2.7540 1.7524
H -0.6592 -3.7371 1.3972
H -0.1836 -3.4481 3.0638
H -3.0526 -2.4532 2.8867
H -4.8045 -0.4274 2.8799
H -4.4163 0.9397 1.8190
H -3.9620 0.9850 3.5173
N 4.4389 -1.6205 1.5903
C 4.7645 -1.0389 2.7928
C 6.0782 -0.7476 3.1222
C 6.4230 -0.3000 4.4013
C 5.4684 -0.1685 5.3773
C 4.1152 -0.4105 5.0673
C 3.0933 -0.3332 6.0369
C 1.7908 -0.5309 5.6616
C 1.5088 -0.7284 4.3042
N 2.4341 -0.8492 3.3692
C 3.7383 -0.7574 3.7432
H 3.5515 -2.0816 1.5179
H 5.1873 -1.9958 1.0360
H 6.8502 -0.9005 2.3779
H 7.4590 -0.0921 4.6303
H 5.7366 0.1185 6.3850
H 3.3555 -0.1226 7.0658
H 0.9924 -0.5209 6.3897
H 0.4774 -0.7977 3.9810
S -2.1128 -1.3793 -0.9607
C -1.7354 -1.2372 -2.6024
N -2.3261 -0.5198 -3.4934
C -1.8223 -0.5499 -4.8706
C -1.1418 -1.8787 -5.1819
N -0.2214 -2.3028 -4.1091
C 0.9944 -3.0672 -4.4344
C 2.1395 -2.1203 -4.7297
C 2.2475 -1.5031 -5.9727
C 3.2820 -0.6146 -6.2226
C 4.2255 -0.3503 -5.2391
C 4.1196 -0.9633 -3.9988
C 3.0729 -1.8345 -3.7385
C -0.5679 -2.0310 -2.8920
S 0.0964 -2.4858 -1.3981
C -3.4024 0.3509 -3.0420
C -4.3465 -0.4841 -2.2120
C -4.5566 -0.1954 -0.8549
C -5.4582 -0.9547 -0.1161
C -6.1239 -2.0091 -0.7136
C -5.9041 -2.3121 -2.0619
C -5.0276 -1.5481 -2.8069
H -1.1328 0.2880 -5.0124
H -2.6580 -0.4126 -5.5553
H -0.5816 -1.7805 -6.1074
H -1.8829 -2.6712 -5.3223
H 0.7823 -3.7057 -5.2916
H 1.2432 -3.6922 -3.5741
H 1.5503 -1.7379 -6.7690
H 3.3546 -0.1352 -7.1894
H 5.0427 0.3272 -5.4453
H 4.8607 -0.7627 -3.2364
H 2.9977 -2.3192 -2.7701
H -3.8956 0.8034 -3.9014
H -2.9623 1.1476 -2.4330
H -4.0488 0.6511 -0.4041
H -5.6653 -0.7015 0.9147
H -6.8346 -2.5937 -0.1454
H -6.4379 -3.1300 -2.5265
H -4.8802 -1.7646 -3.8592
```

Values from the calculation:
2S+1: 1
Charge: +3
HOMO in eV: -13.60
LUMO level in eV: -10.807
Frontier orbital gap in Eh: 0.1027
ΔE to the lowest compared entry with this formula, charge and spin in kcal per mole: 12.7